Density functional theory data (ωB97M-V/def2-TZVPD) for a 16-piece molecular cluster, C64H136O44 overall.

```
244
C64H136O44, DFT ωB97M-V/def2-TZVPD
C 0.1603 -0.8315 -4.7004
O -0.0678 -0.8417 -3.3594
C -0.4476 0.3746 -2.7590
C -0.6315 0.1507 -1.2444
O 0.5683 -0.2234 -0.6404
C 0.3973 -0.3835 0.8066
H 1.0092 -0.1169 -4.8790
H -0.6948 -0.3891 -5.2776
H 0.5997 -1.7678 -4.9999
H -1.3820 0.8145 -3.1878
H 0.3861 1.0298 -2.9978
H -1.4062 -0.6083 -1.2329
H -0.9198 1.0667 -0.7646
H 0.2881 0.5841 1.2646
H 1.3237 -0.8899 1.1449
H -0.4718 -0.9903 1.0483
C -1.1804 -4.0222 -2.2860
O -0.3299 -4.9977 -1.6811
C -0.6548 -5.0721 -0.3272
C 0.1509 -6.2596 0.1903
O -0.1296 -6.5097 1.5176
C 0.8217 -7.2789 2.1797
H -2.1837 -4.3407 -2.0994
H -1.0208 -4.1418 -3.3396
H -1.0108 -2.9726 -1.9410
H -1.7277 -5.2494 -0.0661
H -0.3189 -4.2010 0.3289
H 1.2287 -6.0690 0.0821
H -0.2399 -7.1734 -0.3570
H 0.7923 -8.3602 1.8745
H 0.6214 -7.2284 3.2296
H 1.8641 -7.0454 1.9619
C -1.0724 7.5108 -0.6419
O -1.1944 6.1250 -0.8979
C -0.4093 5.7136 -1.8980
C -0.5947 4.2279 -2.1957
O -0.1720 3.3082 -1.1953
C 1.2066 3.0057 -1.0781
H -1.4401 7.6436 0.3515
H -1.6896 8.1140 -1.3286
H -0.0787 7.8791 -0.6117
H 0.6491 5.9453 -1.7121
H -0.7162 6.1478 -2.8868
H 0.0033 4.0067 -3.1035
H -1.6928 4.0108 -2.3471
H 1.7429 3.8934 -0.8720
H 1.4945 2.5629 -2.0580
H 1.2938 2.3005 -0.2828
C 2.0349 -3.3209 -0.9182
O 2.3828 -3.2445 0.5017
C 3.6526 -3.7762 0.7834
C 4.8178 -2.8229 0.6923
O 4.8074 -2.0099 1.8368
C 5.7140 -0.9507 1.6719
H 2.3361 -4.2934 -1.3372
H 2.5769 -2.4858 -1.3499
H 0.9780 -3.0750 -0.9234
H 3.9090 -4.6110 0.0736
H 3.5951 -4.1744 1.8372
H 4.6121 -2.2979 -0.2185
H 5.7495 -3.3655 0.6004
H 5.7122 -0.3817 2.6075
H 5.3918 -0.2488 0.8897
H 6.7615 -1.3353 1.6135
C 7.0553 3.6734 0.5143
C 7.3745 3.7657 -0.9504
O 8.2152 2.7224 -1.3559
C 7.6926 1.7534 -2.1773
O 6.5117 1.5310 -2.3737
O 8.6749 0.9541 -2.6131
C 8.3942 -0.2104 -3.3630
H 6.7316 4.6476 0.8216
H 7.9752 3.3804 1.0258
H 6.2951 2.9522 0.8233
H 7.8663 4.7147 -1.1566
H 6.4774 3.6685 -1.5439
H 7.3518 -0.5673 -3.2265
H 9.0710 -0.8936 -2.9116
H 8.5902 0.0169 -4.4051
C 1.7600 -2.8867 -7.9180
C 2.1596 -1.4553 -7.8455
O 3.6199 -1.3441 -7.7111
C 4.0512 -0.2064 -7.0800
O 5.1503 -0.1414 -6.5139
O 3.1228 0.7653 -7.2134
C 3.4549 2.0099 -6.5290
H 0.6908 -2.9016 -7.8842
H 2.0174 -3.3976 -7.0325
H 2.0880 -3.3316 -8.8071
H 1.6739 -0.9771 -6.9859
H 1.9084 -0.9263 -8.7757
H 2.7438 2.7168 -6.8308
H 4.5488 2.2873 -6.6027
H 3.3094 2.0143 -5.4117
C -6.2924 -4.2960 3.3542
C -6.6139 -5.7556 3.1965
O -7.8018 -6.0126 2.4304
C -8.9731 -5.7658 3.0275
O -9.1366 -5.5794 4.2289
O -9.9016 -5.7346 1.9837
C -11.2954 -5.7328 2.4403
H -7.0782 -3.9168 4.0793
H -6.4551 -3.7955 2.3660
H -5.2934 -4.1535 3.7673
H -6.5794 -6.3173 4.1270
H -5.9322 -6.3118 2.5580
H -11.4937 -6.7499 2.5090
H -11.9161 -5.2916 1.6522
H -11.4692 -5.1617 3.3840
C 4.2361 7.9146 -0.7089
C 3.0708 7.8684 0.2779
O 2.9556 6.5281 0.8336
C 1.7143 6.1803 1.2969
O 0.8839 6.9868 1.5623
O 1.7616 4.8566 1.4928
C 0.4826 4.2740 1.7911
H 5.1992 7.7027 -0.2960
H 4.2622 8.8304 -1.2897
H 4.0791 7.1775 -1.5026
H 2.1267 8.1990 -0.2301
H 3.2441 8.5842 1.0809
H -0.1164 4.0771 0.8472
H 0.0457 5.0491 2.4596
H 0.6689 3.3576 2.3736
C 3.4909 0.4168 -2.5545
C 4.2502 -0.4908 -3.5014
O 3.3396 -1.3126 -4.2451
C 3.5006 -2.6159 -3.9873
O 4.3761 -3.0798 -3.2970
O 2.6524 -3.4276 -4.6956
C 2.7734 -4.8413 -4.3345
H 2.6245 0.9236 -3.0448
H 4.2423 1.2033 -2.2396
H 3.0930 -0.0394 -1.6236
H 4.9217 -1.1918 -2.9722
H 4.8737 0.0258 -4.2127
H 2.3616 -5.0574 -3.3090
H 3.8031 -5.2737 -4.4126
H 2.0994 -5.3484 -5.0344
C -0.3934 -1.0143 9.0511
C 0.7179 -1.2974 8.0765
O 0.3569 -2.1903 7.0777
C 1.1051 -2.0417 5.9728
O 2.0638 -1.3255 5.9122
O 0.7333 -2.9389 5.0375
C 1.4116 -3.0167 3.7944
H -1.3390 -0.8624 8.4796
H -0.0710 -0.2306 9.7443
H -0.6655 -1.9231 9.6617
H 1.5868 -1.6744 8.6077
H 1.0275 -0.3764 7.6020
H 2.0316 -2.1053 3.7355
H 0.6369 -3.0254 3.0885
H 2.0664 -3.9468 3.6651
C -4.2465 -2.3013 -0.1629
C -4.3996 -1.0609 0.7328
O -5.5183 -1.2760 1.6987
C -5.7332 -0.2635 2.4902
O -5.1862 0.8500 2.4804
O -6.6760 -0.6792 3.3884
C -6.6929 0.1611 4.5350
H -5.2018 -2.4360 -0.6408
H -4.0657 -3.2061 0.3942
H -3.4986 -2.1727 -0.8985
H -4.6474 -0.1621 0.1735
H -3.5958 -0.8409 1.3554
H -7.4425 -0.2903 5.0719
H -7.0156 1.1470 4.2497
H -5.7692 0.1844 5.1190
C -0.7506 4.6113 6.1297
C -0.4715 3.1488 5.9860
O -0.7971 2.7044 4.6725
C -0.6550 1.3894 4.5025
O -0.0984 0.5879 5.2392
O -1.1483 0.9886 3.3303
C -1.8586 1.8898 2.4262
H -0.0971 5.2950 5.4851
H -0.7403 4.9710 7.1375
H -1.7838 4.8012 5.7419
H -1.1509 2.6105 6.6972
H 0.5809 2.9071 6.1538
H -2.7242 2.4076 2.8714
H -2.2630 1.3597 1.5908
H -1.1601 2.6451 2.0915
C -2.2754 -2.5336 3.2962
C -2.8158 -2.0300 4.5788
O -3.1560 -3.0277 5.4780
C -4.1026 -2.7393 6.3381
O -4.5714 -1.6382 6.6072
O -4.4908 -3.8703 6.8965
C -5.2291 -3.7963 8.0845
H -1.5716 -3.2602 3.7003
H -1.8702 -1.6085 2.8939
H -2.9592 -3.0169 2.6222
H -3.7963 -1.5212 4.4355
H -2.1278 -1.3225 4.9872
H -4.7420 -4.5300 8.7025
H -6.3051 -3.9764 7.9082
H -5.2190 -2.8271 8.5233
C -0.5614 1.8006 -8.2579
C -1.6913 0.9812 -7.6679
O -1.7659 -0.4217 -8.0370
C -2.3714 -0.7453 -9.2156
O -2.8375 -0.0066 -10.0509
O -2.4878 -2.0709 -9.2738
C -3.3934 -2.5358 -10.3146
H -0.7535 1.9686 -9.3012
H 0.3747 1.3941 -8.0790
H -0.4928 2.8417 -7.8039
H -2.6045 1.4762 -8.0916
H -1.7670 1.0936 -6.5759
H -4.2092 -1.7728 -10.4445
H -3.6313 -3.5878 -10.0582
H -2.8775 -2.4484 -11.2720
C -3.9976 4.0795 0.2122
C -4.0724 3.9638 -1.2469
O -3.9133 2.4676 -1.5717
C -3.6635 2.2342 -2.9357
O -3.2759 3.0850 -3.6679
O -4.0579 0.9885 -3.2363
C -4.1878 0.5844 -4.6103
H -4.1397 5.1152 0.4473
H -2.9906 3.8051 0.4676
H -4.6820 3.3887 0.7142
H -3.2693 4.4589 -1.7325
H -5.0735 4.1437 -1.6748
H -3.1763 0.3853 -4.9977
H -4.7157 1.3388 -5.2435
H -4.9376 -0.2073 -4.5900
C 3.0154 0.6972 3.2992
C 3.2368 1.3494 4.7190
O 2.8700 2.7402 4.5630
C 3.8929 3.5962 4.3533
O 5.0444 3.3142 4.2181
O 3.4440 4.8246 4.3358
C 4.3284 5.8991 4.0372
H 3.7064 1.0465 2.5413
H 1.9292 0.7764 3.0219
H 3.1441 -0.3872 3.3905
H 4.2581 1.1162 5.0307
H 2.4332 1.0218 5.3799
H 3.7223 6.8153 3.9809
H 4.8191 5.6791 3.0908
H 5.0335 6.1146 4.8605
```

Computed properties:
E_HOMO: -0.347 Eh
Gap between HOMO and LUMO: 9.71 eV

***

Density functional theory data (ωB97M-V/def2-TZVPD) for C64H143LiN5OP as an isolated structure.

```
215
C64H143LiN5OP, DFT ωB97M-V/def2-TZVPD
Li 19.3056 9.2906 -14.5255
C 19.7883 11.3102 -16.8579
O 19.8312 10.0603 -16.2740
H 19.7849 11.2903 -17.9477
H 18.8859 11.8324 -16.5401
H 20.6727 11.9183 -16.6678
C 17.0747 17.6772 -23.8888
C 16.5297 17.9029 -22.4697
C 15.2386 17.0937 -22.1203
C 14.6727 17.3969 -20.7300
P 14.0321 15.8628 -19.8280
C 15.4957 14.7815 -19.4807
C 16.6169 15.4014 -18.6271
C 17.7088 14.4060 -18.4101
C 18.5048 13.9910 -19.7029
C 12.6888 14.9887 -20.7932
C 13.0313 13.8196 -21.7908
C 12.2370 13.9632 -23.1166
C 12.4689 15.2582 -23.9137
C 13.4030 16.4044 -18.1575
C 13.1432 15.2730 -17.1382
C 13.1622 15.8049 -15.7278
C 12.8256 14.7478 -14.6973
H 17.8647 18.3913 -24.1210
H 16.2743 17.8376 -24.6112
H 17.4184 16.6460 -23.9696
H 16.4036 18.9780 -22.3424
H 17.3990 17.6254 -21.8734
H 15.3771 16.0174 -22.2227
H 14.3649 17.3718 -22.7098
H 13.8814 18.1424 -20.8089
H 15.4560 17.8196 -20.1009
H 15.8233 14.3546 -20.4286
H 14.9805 13.9506 -18.9986
H 16.2100 15.7131 -17.6652
H 16.9921 16.3376 -19.0406
H 17.2908 13.5470 -17.8853
H 18.4257 14.6737 -17.6339
H 19.3626 13.3385 -19.5395
H 19.0205 14.8844 -20.0551
H 18.0270 13.4063 -20.4890
H 11.9203 15.6375 -21.2133
H 12.2335 14.3814 -20.0109
H 12.7256 12.8426 -21.4166
H 14.1120 13.6998 -21.8676
H 11.2017 13.8813 -22.7858
H 12.4170 13.1446 -23.8135
H 13.5094 15.3115 -24.2340
H 12.2258 16.0800 -23.2402
H 11.8122 15.2759 -24.7835
H 12.4731 16.9034 -18.4305
H 14.0656 17.1012 -17.6441
H 13.9454 14.5388 -17.2133
H 12.2199 14.7360 -17.3554
H 12.4178 16.5842 -15.5650
H 14.1650 16.2016 -15.5692
H 11.7471 14.6834 -14.8417
H 12.9439 14.9897 -13.6410
H 13.3291 13.8001 -14.8882
C 20.6142 1.7837 -21.2334
C 20.3250 3.2011 -21.9099
C 20.4857 4.4307 -20.9713
C 19.4845 4.4018 -19.8054
N 19.6240 5.6832 -18.9542
C 21.0758 5.9985 -18.4176
C 20.9116 6.7534 -17.1167
C 19.7813 6.0608 -16.4260
C 18.8607 5.5620 -17.5435
C 18.9835 6.8702 -19.7057
H 20.5730 0.9256 -21.9043
H 19.9471 1.4327 -20.4461
H 21.6710 1.6945 -20.9814
H 19.3074 3.1909 -22.3004
H 20.9313 3.2986 -22.8104
H 20.3453 5.2799 -21.6400
H 21.5379 4.5059 -20.6969
H 19.5079 3.4403 -19.2925
H 18.4596 4.4176 -20.1762
H 21.7637 6.4134 -19.1543
H 21.2633 4.9480 -18.1956
H 20.6210 7.7668 -17.3937
H 21.8664 6.7555 -16.5908
H 19.3026 6.6387 -15.6354
H 20.1731 5.2475 -15.8153
H 17.9671 6.1817 -17.6183
H 18.7640 4.4940 -17.3480
H 18.0082 6.4225 -19.8971
H 19.6192 7.1730 -20.5378
H 18.9790 7.6535 -18.9478
C 24.0653 13.6818 -11.6875
C 22.5653 13.6686 -11.3551
C 21.6582 14.3021 -12.4295
C 20.2708 14.4270 -11.8783
N 19.2965 15.0739 -12.9346
C 18.9830 14.2368 -14.1832
C 17.5809 14.5700 -14.5514
C 16.7913 14.6612 -13.2395
C 17.8842 15.0716 -12.2078
C 19.7749 16.5304 -13.4031
H 24.4247 14.7068 -11.7789
H 24.2667 13.0895 -12.5801
H 24.6562 13.1345 -10.9531
H 22.4687 14.0926 -10.3556
H 22.2080 12.6582 -11.1565
H 21.7298 13.6718 -13.3158
H 21.9846 15.2773 -12.7909
H 20.2166 15.0367 -10.9764
H 19.8300 13.4304 -11.8547
H 19.6643 14.4800 -14.9986
H 19.0238 13.1675 -13.9759
H 17.4385 15.4548 -15.1719
H 17.2220 13.6982 -15.0984
H 15.9521 15.3299 -13.4310
H 16.4969 13.6370 -13.0107
H 17.7474 16.0539 -11.7556
H 17.7602 14.3181 -11.4300
H 20.6962 16.5955 -13.9820
H 19.8911 17.0212 -12.4368
H 18.9055 16.8994 -13.9472
C 23.6124 13.5233 -20.3197
C 22.9193 13.4579 -18.9604
C 23.7995 12.7894 -17.8260
C 23.6048 11.3372 -17.6858
N 24.5453 10.7767 -16.5847
C 24.2722 11.5175 -15.2626
C 24.2930 10.5209 -14.1695
C 24.4620 9.1210 -14.8522
C 24.0585 9.2957 -16.2917
C 26.0717 10.8311 -16.8472
H 24.6376 13.8744 -20.2018
H 23.0464 14.1144 -21.0396
H 23.7060 12.5546 -20.8106
H 21.8969 13.0801 -18.9497
H 22.6769 14.4613 -18.6101
H 23.5662 13.4144 -16.9640
H 24.8665 12.9612 -17.9675
H 23.8763 10.8472 -18.6208
H 22.6322 11.0444 -17.2905
H 25.0277 12.2980 -15.1732
H 23.3000 11.9965 -15.3792
H 25.2120 10.7385 -13.6253
H 23.3838 10.5197 -13.5682
H 25.5228 8.8710 -14.8379
H 23.9258 8.3022 -14.3725
H 24.5371 8.6768 -17.0506
H 22.9803 9.1376 -16.3192
H 26.1757 10.4987 -17.8800
H 26.6755 10.3173 -16.0991
H 26.4089 11.8676 -16.8545
C 21.4081 9.5344 -20.6721
C 21.5667 10.6345 -21.7618
C 20.8899 10.3194 -23.0795
C 20.8931 11.4474 -24.1234
N 20.4222 11.0917 -25.5624
C 21.4956 10.0258 -26.0250
C 21.6093 10.2349 -27.4932
C 21.5931 11.7804 -27.6174
C 20.6330 12.3267 -26.5589
C 18.9980 10.5268 -25.5118
H 21.7065 8.5382 -20.9987
H 20.4066 9.5372 -20.2417
H 22.0511 9.7429 -19.8170
H 22.5958 10.8984 -22.0056
H 21.1094 11.5355 -21.3528
H 19.8837 10.0751 -22.7390
H 21.2864 9.4270 -23.5638
H 21.8661 11.9109 -24.2858
H 20.2335 12.2387 -23.7673
H 21.0625 9.0374 -25.8718
H 22.4280 10.1751 -25.4803
H 20.7204 9.8652 -28.0043
H 22.4497 9.7120 -27.9497
H 21.5142 12.2488 -28.5985
H 22.6089 12.0849 -27.3655
H 19.6512 12.5580 -26.9718
H 21.0927 13.1560 -26.0213
H 18.5760 10.3629 -26.5034
H 18.4791 11.1430 -24.7775
H 19.1261 9.5225 -25.1081
C 10.6027 11.7241 -13.0777
C 11.7277 11.6106 -13.9778
C 12.2648 10.2125 -14.3368
C 13.1423 10.2727 -15.6127
N 13.8417 8.9264 -15.8274
C 14.8430 8.6557 -14.7023
C 15.9815 7.8619 -15.3680
C 16.2080 8.6731 -16.6794
C 14.7241 8.9711 -17.1292
C 12.9068 7.6581 -15.9366
C 11.8012 7.8286 -17.0160
C 10.9822 6.5341 -16.9372
H 9.8487 11.0284 -13.4462
H 10.0840 12.6769 -12.9724
H 11.0913 11.3625 -12.1729
H 12.5771 12.0809 -13.4825
H 11.4961 12.0875 -14.9302
H 11.4025 9.5556 -14.4506
H 12.8001 9.7797 -13.4917
H 13.9714 10.9794 -15.6464
H 12.4696 10.4650 -16.4485
H 14.3793 8.2123 -13.8212
H 15.3134 9.5758 -14.3555
H 15.6725 6.8169 -15.3952
H 16.8768 7.9833 -14.7582
H 16.7568 8.0613 -17.3954
H 16.9019 9.5107 -16.6081
H 14.4215 8.1108 -17.7262
H 14.6086 9.9120 -17.6672
H 12.5015 7.5136 -14.9351
H 13.4880 6.7729 -16.1948
H 12.2171 7.9744 -18.0130
H 11.1313 8.6384 -16.7270
H 10.1419 6.5496 -17.6313
H 10.6358 6.2212 -15.9522
H 11.5993 5.6913 -17.2484
```

Computed properties:
Multiplicity: 2
E_HOMO (alpha / beta): -0.817 / -0.817 Eh
Gap between HOMO and LUMO (alpha / beta): 6.52 / 3.38 eV
Net charge: +7

***

| no. | F_max (eV/A) |
| --- | --- |
| 1 | 3.66 |
| 2 | 3.30 |